Molecular formula: C5H7NO2
Method: DFT, wB97M-V/def2-TZVPD

## Properties
**Maximum force**: 5.220 eV/Å
**ΔE to the lowest compared entry with this formula, charge and spin**: 188.5 kJ/mol
**SMILES string**: NCc1cc(O)co1

Atoms and positions in Å:
1 N -2.564471 0.174178 0.579462
2 C -1.708207 -0.547915 -0.427971
3 C -0.312917 -0.215697 -0.330355
4 C 0.790491 -0.974900 -0.061151
5 C 1.863036 -0.058778 -0.010332
6 O 3.155059 -0.426672 0.190816
7 C 1.308115 1.193332 -0.123854
8 O -0.032273 1.104579 -0.309326
9 H -2.246474 -0.134790 1.490636
10 H -2.259400 1.203998 0.427814
11 H -2.098927 -0.202320 -1.396869
12 H -1.815456 -1.686812 -0.381178
13 H 0.745358 -2.084655 -0.109154
14 H 3.513456 0.480899 0.708102
15 H 1.662615 2.175546 -0.246644

Forces on the atoms, in the same order (eV/Å):
1.2278 1.2424 -1.2698
-2.2807 -1.0384 -0.2545
1.0621 -0.2236 1.0060
-1.2486 -0.9167 -1.1712
-0.5251 0.6164 0.1843
1.5315 4.3895 2.3741
0.4872 -0.8698 -0.1432
0.1227 -0.6339 -0.2956
0.0194 0.3883 0.2275
-0.8451 -2.2118 0.8704
0.0820 -0.3712 0.0607
-0.1173 1.6322 0.0602
0.4409 1.1151 0.3196
-0.7426 -3.9218 -2.1153
0.7857 0.8032 0.1468

Löwdin population analysis, charges in e, atoms 1 to 5:
1 N -0.002
2 C -0.218
3 C -0.332
4 C 0.048
5 C -0.359

***

Molecular formula: C5H7NO2
Method: DFT, wB97M-V/def2-TZVPD

## Properties
**Maximum force**: 3.799 eV/Å
**ΔE to the lowest compared entry with this formula, charge and spin**: 232.3 kJ/mol
**SMILES string**: C#C[C@](C)(N)C(=O)O

Atoms and positions in Å:
1 C 0.157921 1.748731 -1.874586
2 C -0.134114 0.734156 -1.263126
3 C -0.134082 -0.400863 -0.313013
4 C 0.934709 -1.391991 -0.674374
5 N -1.376816 -1.247478 -0.410736
6 C 0.101702 0.076875 1.110986
7 O -0.655765 -0.211010 2.027144
8 O 1.007422 1.056865 1.215562
9 H 0.060870 2.721857 -2.155945
10 H 0.681549 -1.962479 -1.581623
11 H 1.791925 -0.793126 -0.950924
12 H 1.253096 -2.085161 0.097565
13 H -1.891770 -0.978885 0.443369
14 H -1.919001 -0.985659 -1.194643
15 H 1.290960 1.447510 0.360390

Forces on the atoms, in the same order (eV/Å):
-1.0672 -3.1535 1.8297
1.1284 1.1844 -0.1167
-1.4815 -2.1477 -1.2289
1.9053 0.0980 -1.3686
0.3883 1.0876 2.5412
-2.5864 1.5283 0.6562
1.9489 -0.0117 -1.2425
0.5757 0.0003 0.4667
0.1547 2.0243 -1.1219
-0.1975 0.2589 0.4682
0.7933 -0.1156 -0.0303
-0.4550 0.0323 0.3068
-0.1649 -0.4995 -0.6119
-0.5774 0.4203 -0.9229
-0.3645 -0.7063 0.3751

Löwdin population analysis, charges in e, atoms 1 to 5:
1 C 0.157
2 C -0.039
3 C -0.501
4 C -0.041
5 N 0.088

***

Molecular formula: C5H7NO2
Method: DFT, wB97M-V/def2-TZVPD

## Properties
**Maximum force**: 3.448 eV/Å
**ΔE to the lowest compared entry with this formula, charge and spin**: 341.8 kJ/mol
**SMILES string**: C#CCN(O)C(C)=O

Atoms and positions in Å:
1 C 3.200399 0.176021 0.739664
2 C 2.426564 0.715634 0.000054
3 C 1.436653 1.265066 -0.889106
4 N 0.133725 0.354938 -0.755077
5 O 0.270128 -0.974831 -1.089986
6 C -0.942337 0.859465 -0.108245
7 C -2.065327 -0.124342 0.120282
8 O -0.982915 2.024378 0.227621
9 H 3.891159 -0.246796 1.409910
10 H 1.745598 1.222413 -1.930505
11 H 1.101529 2.253734 -0.585804
12 H 0.741245 -1.439361 -0.375762
13 H -1.768684 -0.852232 0.873652
14 H -2.298499 -0.649257 -0.802000
15 H -2.935407 0.421304 0.473163

Forces on the atoms, in the same order (eV/Å):
-0.3421 0.3218 -0.3173
0.4901 -0.2943 0.3316
-2.4742 -1.7226 0.0621
2.8867 1.8190 -0.4997
-0.1875 -0.0751 -0.0637
-0.6349 -0.6161 0.1692
-0.0238 0.1959 -0.0143
-0.0318 0.3334 0.0951
0.3347 -0.2251 0.2940
-0.0225 0.0792 0.0032
0.0329 -0.0259 -0.1266
-0.0347 0.4004 0.0497
-0.0031 -0.1014 -0.0020
-0.0233 -0.1200 0.0071
0.0335 0.0309 0.0118

Löwdin population analysis, charges in e, atoms 1 to 5:
1 C 0.128
2 C -0.130
3 C -0.069
4 N -0.106
5 O 0.012

***

Molecular formula: C5H7NO2
Method: DFT, wB97M-V/def2-TZVPD

## Properties
**Maximum force**: 4.856 eV/Å
**ΔE to the lowest compared entry with this formula, charge and spin**: 265.6 kJ/mol
**SMILES string**: C=C/N=C(/O)C(C)=O

Atoms and positions in Å:
1 C 0.890405 -1.642526 -1.400233
2 C -0.216463 -1.136158 -0.833197
3 N -0.529540 -1.452810 0.621644
4 C -0.675494 -0.330436 1.217208
5 O -1.320933 -0.126887 2.368456
6 C -0.604664 0.865725 0.259989
7 C 0.779779 1.426889 0.022989
8 O -1.623926 1.574715 0.192172
9 H 1.758992 -1.890182 -0.799477
10 H 0.948752 -1.847795 -2.462654
11 H -1.099659 -0.972224 -1.445964
12 H -1.639419 0.793789 2.401327
13 H 0.827824 2.440861 0.427033
14 H 1.559410 0.819433 0.485666
15 H 0.944937 1.477606 -1.054959

Forces on the atoms, in the same order (eV/Å):
-0.4438 0.5531 0.3116
0.3755 -3.4125 0.8797
0.8333 1.4765 -0.7516
-2.0206 0.0285 -2.6561
0.5604 -0.2407 0.5124
-1.0125 3.0856 3.6107
0.0036 0.0044 -1.0636
1.7435 -1.5597 -0.7985
-0.1850 -0.2857 0.0403
0.0869 0.5467 -0.0358
-0.0263 0.2409 0.1875
0.2223 -0.3706 -0.1564
-0.2167 -0.0933 -0.0324
-0.1857 -0.0992 -0.1501
0.2650 0.1260 0.1024

Löwdin population analysis, charges in e, atoms 1 to 5:
1 C 0.032
2 C -0.222
3 N 0.150
4 C -0.389
5 O 0.112

***

Q: What is the formula in the third record?
A: C5H7NO2

***

What did the third record say?
Molecular formula: C5H7NO2
Method: DFT, wB97M-V/def2-TZVPD

## Properties
**Maximum force**: 3.448 eV/Å
**ΔE to the lowest compared entry with this formula, charge and spin**: 341.8 kJ/mol
**SMILES string**: C#CCN(O)C(C)=O

Atoms and positions in Å:
1 C 3.200399 0.176021 0.739664
2 C 2.426564 0.715634 0.000054
3 C 1.436653 1.265066 -0.889106
4 N 0.133725 0.354938 -0.755077
5 O 0.270128 -0.974831 -1.089986
6 C -0.942337 0.859465 -0.108245
7 C -2.065327 -0.124342 0.120282
8 O -0.982915 2.024378 0.227621
9 H 3.891159 -0.246796 1.409910
10 H 1.745598 1.222413 -1.930505
11 H 1.101529 2.253734 -0.585804
12 H 0.741245 -1.439361 -0.375762
13 H -1.768684 -0.852232 0.873652
14 H -2.298499 -0.649257 -0.802000
15 H -2.935407 0.421304 0.473163

Forces on the atoms, in the same order (eV/Å):
-0.3421 0.3218 -0.3173
0.4901 -0.2943 0.3316
-2.4742 -1.7226 0.0621
2.8867 1.8190 -0.4997
-0.1875 -0.0751 -0.0637
-0.6349 -0.6161 0.1692
-0.0238 0.1959 -0.0143
-0.0318 0.3334 0.0951
0.3347 -0.2251 0.2940
-0.0225 0.0792 0.0032
0.0329 -0.0259 -0.1266
-0.0347 0.4004 0.0497
-0.0031 -0.1014 -0.0020
-0.0233 -0.1200 0.0071
0.0335 0.0309 0.0118

Löwdin population analysis, charges in e, atoms 1 to 5:
1 C 0.128
2 C -0.130
3 C -0.069
4 N -0.106
5 O 0.012